## A
Here is C8H15NO in the gas phase from the Open Molecules 2025 dataset. Energies are from ωB97M-V/def2-TZVPD.

Summary:
Orbital gap, eV: 10.542
SMILES: [H]/N=C(\O)C(C)(C)CC1CC1

Last column: natural (NBO) charge in e.
Element x y z (Å)
1 H -3.45888 -0.88822 1.84339  0.414
2 N -3.20294 -0.43511 0.73680  -0.632
3 C -1.96986 -0.36119 0.90057  0.555
4 O -1.89650 -0.93779 2.42755  -0.821
5 C -0.82102 0.33631 0.21982  -0.150
6 C 0.02175 1.08627 1.26734  -0.608
7 C -1.37859 1.33258 -0.80367  -0.597
8 C 0.00324 -0.77453 -0.48634  -0.381
9 C 1.22971 -0.28783 -1.22409  -0.239
10 C 2.56560 -0.20903 -0.53737  -0.425
11 C 2.31480 -1.26882 -1.57468  -0.414
12 H -1.12298 -0.50244 2.80257  0.464
13 H -0.60848 1.76042 1.86382  0.222
14 H 0.54356 0.40363 1.95408  0.206
15 H 0.78459 1.68874 0.75844  0.230
16 H -0.56313 1.95182 -1.19875  0.211
17 H -1.87517 0.81197 -1.63289  0.227
18 H -2.10980 2.00423 -0.33525  0.228
19 H 0.32264 -1.52397 0.25555  0.212
20 H -0.65932 -1.29472 -1.19693  0.221
21 H 1.04157 0.47827 -1.97934  0.216
22 H 3.22791 0.61990 -0.79159  0.218
23 H 2.61406 -0.52325 0.50697  0.211
24 H 2.19542 -2.29810 -1.23059  0.214
25 H 2.80183 -1.16913 -2.54539  0.218

## B
Here is C8H15NO in the gas phase from the Open Molecules 2025 dataset. Energies are from ωB97M-V/def2-TZVPD.

Summary:
Orbital gap (spin up / spin down), eV: 7.421 / 7.421
SMILES: CC(C)=C(C)CN(C)C=O

Last column: natural (NBO) charge in e.
Element x y z (Å)
1 C -1.65432 -0.29855 1.49687  -0.636
2 C -1.07902 -0.27236 0.09872  -0.199
3 C -2.13029 -0.32700 -0.99139  -0.609
4 C 0.18055 -0.84178 -0.14048  0.249
5 C 0.78647 -1.96853 0.62825  -0.670
6 C 0.98428 -0.22770 -1.25053  -0.274
7 N 1.10113 0.98719 -0.45962  -0.508
8 C 2.33218 1.45603 0.14207  -0.401
9 C -0.16843 1.73575 -0.34466  0.535
10 O -0.70044 2.23812 -1.33880  -0.572
11 H -2.42923 0.47044 1.57817  0.219
12 H -0.88409 -0.08930 2.24604  0.204
13 H -2.11082 -1.25877 1.74774  0.201
14 H -1.69513 -0.43215 -1.98662  0.212
15 H -2.80834 -1.17041 -0.82153  0.200
16 H -2.71787 0.59297 -0.98290  0.217
17 H 0.37120 -2.07808 1.63113  0.229
18 H 1.87345 -1.89593 0.69184  0.213
19 H 0.56100 -2.90085 0.09260  0.244
20 H 0.45195 -0.07506 -2.19072  0.219
21 H 1.96069 -0.69294 -1.39662  0.207
22 H 2.17858 1.54829 1.21948  0.185
23 H 3.17878 0.78791 -0.03321  0.211
24 H 2.58751 2.44254 -0.26114  0.195
25 H -0.16978 2.27018 0.62531  0.130

Verdict on stability: A comes out on top.

## A
Here is a gas-phase ion, C6H8N3O (charge +1) from the Open Molecules 2025 dataset. Energies are from ωB97M-V/def2-TZVPD.

Summary:
Orbital gap, eV: 8.330
Total charge: +1
SMILES: C#CN1C=CCN1C(=[NH2+])O

Last column: natural (NBO) charge in e.
Element x y z (Å)
1 C -2.87799 1.44275 0.28876  -0.169
2 C -1.84899 0.80395 0.39664  0.078
3 N -1.00123 -0.18269 0.05677  -0.278
4 C -1.23774 -1.54206 -0.19073  0.009
5 C -0.07937 -2.20976 -0.09967  -0.270
6 C 1.02341 -1.31416 0.34248  -0.277
7 N 0.33697 -0.04645 0.22160  -0.149
8 C 0.82204 1.11264 -0.05487  0.787
9 N 2.19671 1.06237 -0.19308  -0.766
10 O 0.10469 2.16317 -0.44380  -0.641
11 H -3.70192 2.14617 0.42476  0.268
12 H -2.30232 -1.87016 -0.28800  0.271
13 H -0.01060 -3.31271 -0.20731  0.269
14 H 1.37506 -1.67821 1.33604  0.257
15 H 1.78363 -1.29743 -0.42057  0.245
16 H 2.62735 0.47710 0.47933  0.404
17 H 2.69134 1.89414 -0.25532  0.417
18 H 0.09898 2.35133 -1.39304  0.543

## B
Here is a gas-phase ion, C6H8N3O (charge +1) from the Open Molecules 2025 dataset. Energies are from ωB97M-V/def2-TZVPD.

Summary:
Orbital gap, eV: 9.485
Total charge: +1
SMILES: Cc1[nH+]cncc1NC=O

Last column: natural (NBO) charge in e.
Element x y z (Å)
1 C 0.88906 1.43087 0.74059  -0.649
2 C 0.12243 0.43936 0.04675  0.376
3 N -0.90510 1.14878 -0.46344  -0.492
4 C -2.15929 0.66027 -0.76080  0.309
5 N -2.37905 -0.55776 -0.36429  -0.408
6 C -1.39583 -1.36390 0.31693  0.095
7 C -0.06852 -0.86443 0.45856  0.032
8 N 1.23329 -1.53798 0.54806  -0.558
9 C 1.84269 -1.19865 -0.62821  0.530
10 O 1.65939 -0.18406 -1.38132  -0.518
11 H 1.06242 2.29224 0.24533  0.239
12 H 1.83062 1.13595 1.17189  0.259
13 H 0.14784 1.63712 1.59815  0.252
14 H -0.68205 2.20615 -0.56769  0.443
15 H -2.82198 1.41883 -1.13270  0.238
16 H -1.89627 -2.22074 0.76303  0.260
17 H 1.05424 -2.51751 0.42311  0.416
18 H 2.46610 -1.92455 -1.01395  0.177

Verdict on stability: B comes out on top.

## A
Here is C2H4O4S in the gas phase from the Open Molecules 2025 dataset. Energies are from ωB97M-V/def2-TZVPD.

Summary:
Orbital gap, eV: 6.608

Last column: natural (NBO) charge in e.
Element x y z (Å)
1 C 0.06310 -0.88883 1.14683  -0.087
2 C -0.10708 0.83098 -1.13690  -0.160
3 O -2.28403 -0.31253 -0.19021  -0.926
4 O -0.57493 -1.61775 -1.49653  -0.945
5 O -0.65687 -0.40336 2.17309  -0.631
6 O 0.96495 0.52822 -1.91138  -0.623
7 S -0.88134 -0.60321 -0.52016  1.967
8 H 1.10445 -0.65473 1.12399  0.193
9 H 0.04590 1.60350 -0.46611  0.192
10 H -1.54076 -0.60095 2.17520  0.507
11 H 0.56019 -0.35651 -2.29350  0.514

## B
Here is 3 unconnected molecules or ions with the total composition C2H4O4S from the Open Molecules 2025 dataset. Energies are from ωB97M-V/def2-TZVPD.

Summary:
Orbital gap, eV: 9.569

Last column: natural (NBO) charge in e.
Element x y z (Å)
1 C -0.30285 -1.45138 0.53851  -0.704
2 C -0.51733 -2.10306 -0.55162  0.727
3 O -0.99635 -0.05935 -2.57246  -0.897
4 O 1.06999 -1.04869 -3.42137  -0.856
5 O 0.87160 1.43338 -0.55371  -0.968
6 O -0.67729 -2.63062 -1.59733  -0.533
7 S -0.36346 -1.08288 -3.33275  1.707
8 H 0.69312 -1.13013 0.42148  0.288
9 H -0.91043 -1.17357 1.34247  0.276
10 H 1.02022 2.33013 -0.83314  0.469
11 H 0.41881 0.97193 -1.36580  0.490

Verdict on stability: B comes out on top.

## A
Here is 2 unconnected molecules or ions with the total composition C3H9N2O3 from the Open Molecules 2025 dataset. Energies are from ωB97M-V/def2-TZVPD.

Summary:
Orbital gap, eV: 8.411
Total charge: -1

Last column: natural (NBO) charge in e.
Element x y z (Å)
1 C 0.37530 -0.59132 1.70281  -0.238
2 N 0.22867 -1.40627 0.46088  -0.742
3 C -0.16003 -0.59040 -0.70660  0.881
4 O -0.51370 0.57187 -0.46204  -0.839
5 O -0.08199 -1.19325 -1.76211  -0.774
6 C 1.76954 0.21439 1.61762  -0.230
7 N 1.66902 1.41374 0.71112  -0.862
8 H 0.31602 -1.08085 2.72265  0.166
9 H -0.34755 0.16128 1.71010  0.203
10 H 0.48008 -2.33733 0.42482  0.377
11 H 2.07346 0.75023 2.56022  0.153
12 H 2.55089 -0.45849 1.37545  0.172
13 H 0.66685 1.68723 0.73038  0.388
14 H 1.91010 0.96870 -0.21727  0.355
15 H -2.02736 0.84013 -1.94635  0.505
16 H -2.73107 1.45230 -0.75772  0.467
17 O -2.91482 1.09244 -1.58702  -0.980

## B
Here is 2 unconnected molecules or ions with the total composition C3H9N2O3 from the Open Molecules 2025 dataset. Energies are from ωB97M-V/def2-TZVPD.

Summary:
Orbital gap, eV: 7.370
Total charge: -1

Last column: natural (NBO) charge in e.
Element x y z (Å)
1 O 1.75123 0.97281 -1.46627  -0.705
2 C 1.21307 0.27750 -0.59012  0.451
3 N 1.63405 -0.87949 -0.06519  -0.569
4 C 0.15473 -0.84703 -1.49010  0.123
5 O -0.85972 -1.40892 -0.82917  -0.757
6 C 0.22907 1.15822 0.31504  -0.276
7 N 0.39900 0.98056 1.72824  -0.868
8 H 0.85722 -1.38768 0.35590  0.357
9 H -0.21672 -0.12256 -2.21445  0.208
10 H 0.72065 -1.59104 -2.04078  0.183
11 H 0.57791 2.14543 -0.00187  0.187
12 H -0.80612 1.12414 -0.02358  0.218
13 H 1.13184 0.32407 1.94748  0.347
14 H -0.41270 0.63614 2.23087  0.402
15 H -2.80279 0.20526 0.91754  0.416
16 H -1.37824 -1.10403 0.02282  0.549
17 O -2.19248 -0.48338 1.20366  -1.266

Verdict on stability: A comes out on top.